A molecular structure, C27H45CaN3O5S2. Source: the OMol25 dataset; level of theory: wB97M-V/def2-TZVPD.

Last column: Mulliken charge in e.
Element x y z (Å)
H  4.11284  2.43811  -0.65667  0.185
H  -4.61071  -2.97162  -3.34263  0.366
C  2.17249  1.80945  2.48596  -0.921
H  -0.23631  0.34796  3.65862  -0.084
O  1.13802  -2.15662  1.12987  0.423
H  3.60296  4.37476  0.67082  0.487
H  5.28716  3.42708  4.48308  0.182
H  2.04993  2.37325  -2.95248  0.184
C  2.78920  3.61066  0.65449  0.833
H  -4.34187  1.41124  -4.07957  0.450
C  -0.79672  -3.16891  2.14923  -0.707
C  0.14110  0.52188  4.65826  -1.420
C  4.46579  2.90205  3.95280  -1.070
H  -1.45784  -4.09282  2.13885  0.284
H  0.40328  -4.07046  0.59126  0.430
C  -2.46669  -2.43794  0.56844  -0.708
C  -1.08898  1.72991  -2.69290  -0.448
C  2.50369  1.48682  3.88913  0.455
H  0.77296  4.06417  -0.23682  0.340
H  -2.89641  -1.47540  0.30986  -0.210
O  -4.73194  -0.73185  -5.97157  -0.767
H  2.16683  -2.97063  -0.41402  0.495
N  -0.90016  1.53358  -4.06201  0.126
C  -5.42450  0.20222  -2.51545  -0.904
H  2.32121  1.98688  -0.70942  -0.300
S  -3.10628  1.00676  -0.04233  -0.982
H  3.44614  -0.73411  -0.73206  0.294
N  1.28305  1.17105  1.75562  -0.283
C  3.09625  2.83459  1.96089  0.451
O  1.36967  -0.45389  -1.09727  0.541
C  -5.53843  -1.34127  -2.31539  -0.026
H  1.89422  -0.89140  2.91112  -0.155
H  -6.58838  -1.59483  -2.04259  0.386
H  1.43583  -1.79661  4.44164  0.309
C  1.71127  0.35838  4.62931  0.160
H  2.88943  3.45483  -1.48255  0.582
H  -4.87095  -1.68185  -1.53401  -0.379
H  -0.24481  -0.18174  5.39258  0.523
H  -0.16813  1.50874  4.99959  0.362
H  -0.39045  -2.66363  -2.91734  0.448
C  -4.30970  0.41499  -3.51048  0.836
C  0.07243  -2.33638  -1.96842  -0.744
C  2.46137  -0.84509  -0.23442  -0.215
C  1.02059  2.08059  -3.19938  -0.090
H  0.74029  1.78264  -5.42290  0.366
H  -6.38065  0.47684  -2.93301  0.356
H  -5.15043  0.65287  -1.58559  0.282
H  1.18737  -3.95108  2.16755  0.412
C  -1.77652  -3.00774  -0.66541  -0.374
H  0.83366  3.81303  1.40088  0.211
O  -0.93347  -1.90010  -1.06289  0.709
H  -0.60051  -2.95546  3.15450  0.467
Ca  -0.44050  0.49163  0.58487  0.521
H  2.42904  -0.15063  0.58797  -0.483
S  -4.03551  -0.95785  -4.60521  0.451
H  -3.31466  -2.97830  0.97628  0.300
H  0.65935  -0.41953  -2.91866  -0.027
C  0.41860  1.76161  -4.36281  -0.806
H  1.39996  5.29127  0.83929  0.299
H  0.55750  -3.18235  -1.51203  0.274
C  0.55771  -3.41006  1.46238  -0.882
C  3.05802  2.80821  -0.60837  -0.964
H  -1.63221  1.17535  -4.66430  0.195
H  3.22266  -2.50221  0.94911  0.497
H  4.84763  3.98575  2.21709  0.320
C  1.42498  4.23221  0.63254  -1.528
H  -2.36322  -3.23120  -1.54346  0.277
C  2.31171  -2.23181  0.38561  -0.933
C  1.06244  -1.21608  -2.25928  -0.404
C  3.58330  2.01736  4.58246  -0.366
O  -1.56595  -2.11195  1.63707  -0.179
H  3.12915  -1.18129  4.17231  0.401
H  -1.19743  -3.91802  -0.40689  0.366
H  -2.02753  1.68996  -2.11409  0.277
C  -5.10652  -2.03852  -3.62555  -0.717
C  4.20356  3.24797  2.63132  -0.605
C  2.06511  -1.00603  3.99904  -0.873
N  0.04859  2.10952  -2.16512  0.059
H  2.00224  0.29440  5.66883  0.472
H  -5.86770  -2.31687  -4.34951  0.426
H  -3.39726  0.41997  -2.86344  -1.002
H  1.94303  -1.66602  -2.71364  0.254
H  3.66572  1.62954  5.61143  0.229

Properties
max |F|	2.33	eV/Å
energy relative to the best compared isomer or geometry (same formula, charge and spin)	0.000	eV
HOMO	0.5	eV
multiplicity	1
calculated total energy	-3070.1402	hartree
total charge	-2
HOMO-LUMO gap	3.5	eV

***

A molecular structure, C27H45FeOSi4Te. Source: the OMol25 dataset; level of theory: wB97M-V/def2-TZVPD.

Last column: Mulliken charge in e.
Element x y z (Å)
H  1.89155  3.02104  2.14094  0.355
C  -0.09989  -0.92296  -6.65639  -0.155
C  -1.00189  2.21111  -1.27366  -0.746
C  -1.44248  -0.89138  -5.91628  -0.403
C  -0.88831  -2.15964  -0.37424  -1.061
C  0.55440  -0.87369  -9.08570  -0.485
Si  -0.00357  -2.26928  3.82487  1.010
C  -0.82605  -2.15448  -1.81391  -0.755
H  -1.67315  -2.44046  -2.47295  0.457
C  0.87917  1.79050  0.14584  0.524
H  2.37577  1.90357  -1.46891  0.564
C  -3.40462  0.31430  2.97690  -0.958
H  -2.84976  3.35967  3.66158  0.466
H  0.97731  -2.03741  1.13119  -0.070
H  -0.64160  1.71951  -7.16531  0.334
H  -3.37756  0.36106  1.87582  0.257
H  1.52224  1.50898  0.94036  0.308
H  1.42736  -4.16290  3.59946  0.431
O  -0.30558  -0.14385  -5.42444  -0.318
H  -2.44545  -2.66250  3.49833  0.279
H  -1.16750  1.49803  6.11910  0.231
H  3.50805  -0.78703  3.37679  0.311
H  -2.24699  -0.32822  -6.39035  0.287
H  -1.84146  -1.96068  0.13709  0.809
H  -1.44308  -4.14556  3.51302  0.407
H  1.61776  -3.18092  2.13027  0.489
H  0.85148  -1.80422  6.11376  0.269
H  -0.03284  -3.35787  5.93163  0.419
Si  1.97071  1.13743  3.78982  1.279
H  -1.06629  3.47877  3.79311  0.261
C  -0.03743  -2.28494  5.68114  -1.160
C  -2.03968  1.03023  5.63853  -1.191
C  2.00672  1.05884  5.64863  -1.202
C  0.59536  -2.10263  -2.21672  -0.788
H  -1.67494  -1.77935  -5.33879  0.231
H  -0.37566  2.90537  -9.33774  0.354
H  0.48906  -1.83863  -6.54744  0.407
C  0.52507  -2.02947  0.10987  0.805
H  -2.02095  2.38747  -1.64590  0.427
C  1.38574  -1.92412  -0.97606  -1.317
H  -1.52593  -3.14496  2.03432  0.207
C  -0.12335  1.84150  -9.27069  -0.509
H  2.44683  -2.68890  3.63745  0.320
H  -3.51281  -0.73609  3.28426  0.286
C  -0.66343  2.12662  0.12100  -0.048
H  0.80821  -1.93768  -8.98261  0.307
H  1.14031  1.56452  6.10102  0.226
C  -1.89182  2.94950  3.29574  -1.092
H  0.30286  2.62046  -3.13987  0.440
H  2.06947  0.02807  6.02430  0.257
C  1.35637  1.88820  -1.17044  -1.595
H  -1.46826  1.90705  0.82401  0.260
Fe  0.09323  -0.03026  -1.72251  0.322
C  0.22199  2.18384  -2.07653  -1.105
C  0.69678  -0.20491  -10.30724  -0.466
H  -2.94665  1.59740  5.90007  0.440
H  2.43609  -1.80220  -0.96000  0.495
H  3.40265  0.26981  1.93560  0.268
C  -0.28274  1.17596  -8.04899  -0.349
H  1.07439  -0.75326  -11.18109  0.347
Si  -1.95886  1.15994  3.78563  0.981
C  0.06875  -0.19137  -7.92971  0.436
H  -0.94629  -1.81776  6.08400  0.239
H  -1.82353  3.12085  2.21289  0.388
H  1.10268  3.47019  3.68011  0.259
H  -4.28632  0.88119  3.32035  0.439
H  2.88745  3.32303  3.59871  0.463
C  0.35947  1.15900  -10.40300  -0.407
H  -2.13991  -0.00851  5.98088  0.231
C  1.93273  2.90655  3.23324  -1.048
C  1.53012  -3.13120  3.22335  -1.105
C  3.41608  0.25424  3.03629  -1.132
Te  -0.64012  -0.00664  0.87179  -0.391
H  2.92443  1.60525  5.91752  0.439
H  0.47576  1.68124  -11.35685  0.351
Si  0.01488  0.00667  3.48383  -0.412
H  4.29822  0.82299  3.37646  0.403
H  0.98830  -2.42352  -3.22027  0.447
C  -1.50907  -3.11049  3.13368  -0.958

Properties
max |F|	4.57	eV/Å
HOMO (alpha / beta)	-4.2 / -6.2	eV
multiplicity	6
calculated total energy	-3820.4452	hartree
total charge	0
HOMO-LUMO gap (alpha / beta)	4.7 / 6.2	eV

***

- Which of these has the lowest total charge?
  C27H45CaN3O5S2

***

- Which of these has the lowest calculated total energy?
  C27H45FeOSi4Te

***

- Look up the calculated total energy of the first one.
  -3070.1402 hartree

***

- Which of these has the highest calculated total energy?
  C27H45CaN3O5S2